This record from the Open Molecules 2025 dataset describes the ion C3H9O4S with charge +1 in a non-equilibrium geometry. The level of theory is ωB97M-V/def2-TZVPD.

The geometry in XYZ format:
```
17
C3H9O4S ωB97M-V/def2-TZVPD
C 0.41 -0.96 2.13
C -1.49 1.38 0.05
C 1.69 -0.25 -2.35
O -2.09 0.41 0.91
O 0.97 -0.81 0.82
O -0.41 0.72 -0.62
O 0.86 -1.13 -1.62
S -0.05 -0.90 -0.41
H 1.03 -0.26 2.75
H 0.45 -2.06 2.48
H -0.61 -0.53 2.21
H -2.27 1.63 -0.62
H -1.11 2.17 0.84
H -2.96 0.65 1.17
H 2.68 -0.73 -2.39
H 1.50 0.77 -1.91
H 1.41 -0.10 -3.43
```

Computed properties:
net charge: +1
energy relative to the best compared isomer or geometry (same formula, charge and spin): 9.9 kcal/mol
F_max: 4.12 eV/Å

Löwdin population analysis, charges in e, atoms 1 to 8:
1. C -0.084
2. C -0.202
3. C -0.047
4. O -0.083
5. O -0.328
6. O -0.269
7. O -0.328
8. S 1.239

***

This record from the Open Molecules 2025 dataset describes a structure of composition C29H24AsN4O10OsS2. The level of theory is ωB97M-V/def2-TZVPD.

The geometry in XYZ format:
```
71
C29H24AsN4O10OsS2 ωB97M-V/def2-TZVPD
Os -0.23 -0.23 0.90
O -1.73 2.58 -1.71
As -0.13 1.79 -1.97
O -0.21 1.35 -3.52
O -0.43 0.49 -0.85
C 0.85 3.21 -1.05
C 0.14 4.27 -0.49
C 0.81 5.27 0.20
C 2.19 5.24 0.33
C 2.91 4.20 -0.25
C 2.24 3.20 -0.94
S 3.17 1.91 -1.76
O 4.11 1.37 -0.80
O 3.77 2.57 -2.90
O 2.08 0.98 -2.10
H -2.23 2.30 -2.49
H -0.94 4.29 -0.59
H 0.24 6.09 0.63
H 2.71 6.02 0.86
H 3.98 4.15 -0.17
C 5.05 -2.71 -4.29
C 4.39 -2.31 -3.00
C 3.01 -2.12 -2.94
C 2.40 -1.74 -1.76
C 3.18 -1.58 -0.63
C 4.56 -1.76 -0.65
C 5.15 -2.13 -1.84
S 2.46 -1.03 0.87
O 2.01 0.38 0.81
O 3.29 -1.42 1.96
N 0.96 -1.72 0.90
C 0.68 -2.82 1.80
C -0.04 -2.20 3.02
O -0.30 -2.87 4.00
O -0.30 -0.94 2.85
H 4.41 -2.48 -5.14
H 5.25 -3.79 -4.30
H 6.00 -2.20 -4.42
H 2.41 -2.22 -3.83
H 1.34 -1.54 -1.73
H 5.14 -1.59 0.24
H 6.22 -2.26 -1.89
H 1.59 -3.32 2.13
H 0.01 -3.54 1.32
N -8.77 -5.27 -0.24
C -7.79 -4.69 -0.11
C -6.56 -3.96 0.05
C -5.80 -4.12 1.20
C -4.62 -3.42 1.36
C -4.18 -2.54 0.35
C -4.95 -2.40 -0.81
C -6.13 -3.10 -0.96
C -2.96 -1.81 0.52
C -1.93 -1.19 0.68
H -6.14 -4.79 1.98
H -4.03 -3.53 2.25
H -4.60 -1.73 -1.58
H -6.72 -2.99 -1.86
N 0.97 2.49 2.27
C -0.37 2.49 2.32
C -1.04 3.63 2.82
C -2.40 3.62 2.98
C -3.11 2.45 2.66
C -2.42 1.39 2.15
N -1.07 1.40 1.94
H 1.44 3.38 2.27
H 1.47 1.72 1.83
H -0.45 4.50 3.08
H -2.91 4.49 3.36
H -4.18 2.38 2.79
H -2.91 0.48 1.88
```

Computed properties:
net charge: -1
energy relative to the best compared isomer or geometry (same formula, charge and spin): 0.0 kcal/mol
F_max: 0.58 eV/Å

Löwdin population analysis, charges in e, atoms 1 to 8:
1. Os 1.542
2. O -0.285
3. As 0.950
4. O -0.435
5. O -0.564
6. C -0.215
7. C -0.093
8. C -0.101

***

This record from the Open Molecules 2025 dataset describes a structure of composition C16H19IrN8O3S3. The level of theory is ωB97M-V/def2-TZVPD.

The geometry in XYZ format:
```
50
C16H19IrN8O3S3 ωB97M-V/def2-TZVPD
Ir -0.48 0.52 0.19
C -5.07 2.93 -0.20
S -4.99 1.24 -0.83
C -3.32 0.89 -0.82
S -2.05 2.13 -0.50
N -2.96 -0.31 -1.17
N -1.59 -0.32 -1.26
C -1.01 -0.57 -2.38
C 0.37 -0.11 -2.48
C 1.16 -0.22 -3.61
C 2.38 0.45 -3.63
C 2.77 1.19 -2.53
C 1.94 1.25 -1.42
N 0.77 0.62 -1.41
H -6.13 3.11 -0.01
H -4.71 3.64 -0.94
H -4.53 3.02 0.73
H -1.59 -0.96 -3.21
H 0.81 -0.79 -4.46
H 3.01 0.39 -4.50
H 3.70 1.73 -2.52
H 2.19 1.80 -0.52
C 3.79 -3.60 -2.15
C 2.43 -3.38 -1.62
N 1.34 -3.98 -2.02
N 0.35 -3.46 -1.27
C 0.79 -2.54 -0.40
S -0.15 -1.77 0.83
N 2.11 -2.49 -0.62
N 2.97 -1.60 0.02
H 3.78 -4.49 -2.78
H 4.51 -3.77 -1.35
H 4.12 -2.76 -2.75
H -0.59 -3.80 -1.35
H 3.93 -1.89 -0.16
H 2.80 -1.64 1.02
O -1.75 0.22 1.80
N -1.43 0.84 2.96
C -1.80 2.12 3.16
C -1.54 2.72 4.37
C -0.91 2.00 5.37
C -0.54 0.68 5.14
C -0.82 0.12 3.91
H -2.29 2.59 2.32
H -1.84 3.75 4.52
H -0.70 2.46 6.33
H -0.06 0.09 5.90
H -0.58 -0.90 3.64
O 0.43 2.01 1.15
O 0.99 0.80 1.50
```

Computed properties:
net charge: +2
energy relative to the best compared isomer or geometry (same formula, charge and spin): 28.7 kcal/mol
F_max: 0.86 eV/Å

Löwdin population analysis, charges in e, atoms 1 to 8:
1. Ir 1.228
2. C -0.380
3. S 0.963
4. C -0.987
5. S 0.715
6. N -0.034
7. N -0.295
8. C -0.022

***

This record from the Open Molecules 2025 dataset describes a cluster of 9 separate species, C24H51BF12O13 in total in a non-equilibrium geometry. The level of theory is ωB97M-V/def2-TZVPD.

The geometry in XYZ format:
```
101
C24H51BF12O13 ωB97M-V/def2-TZVPD
C 3.40 2.97 0.71
C 2.19 2.67 -0.23
C 1.86 3.99 -0.94
C 2.71 1.64 -1.28
C 1.75 0.55 -1.78
C 0.27 0.93 -1.70
C -0.56 -0.27 -2.15
C -1.89 0.10 -2.78
F -2.03 1.39 -3.05
F -1.99 -0.54 -3.97
C -3.13 -0.36 -1.98
F -3.06 0.01 -0.71
F -4.18 0.26 -2.51
C -3.42 -1.88 -2.11
F -4.16 -2.06 -3.20
F -2.34 -2.62 -2.24
C -4.25 -2.44 -0.95
F -4.62 -3.68 -1.22
F -3.55 -2.49 0.16
F -5.34 -1.76 -0.76
O 1.95 -0.71 -1.17
B 1.93 -0.73 0.19
O 3.14 -0.96 0.87
O 0.82 -0.53 0.90
O 1.94 0.34 -3.18
C 3.23 0.00 -3.55
O 3.90 0.82 -4.07
C 3.80 -1.38 -3.41
C 4.85 -1.37 -2.28
C 5.20 -2.75 -1.91
F 4.18 -3.55 -1.59
C 6.41 -3.22 -1.89
F 6.80 -4.26 -1.23
F 7.37 -2.64 -2.55
H 3.54 2.11 1.36
H 3.19 3.84 1.34
H 4.30 3.10 0.12
H 1.41 2.31 0.42
H 1.15 4.61 -0.40
H 2.78 4.56 -1.02
H 1.54 3.82 -1.96
H 3.02 2.23 -2.13
H 3.62 1.20 -0.90
H 0.15 1.79 -2.34
H -0.03 1.17 -0.70
H -0.05 -0.93 -2.82
H -0.79 -0.83 -1.26
H 3.17 -1.90 1.04
H 0.99 -0.63 1.86
H 4.35 -1.58 -4.32
H 3.06 -2.16 -3.26
H 5.72 -0.85 -2.62
H 4.49 -0.83 -1.41
C 1.05 2.02 4.37
O 1.47 0.75 4.87
H 1.77 2.36 3.63
H 0.06 1.94 3.91
H 1.01 2.75 5.19
H 0.83 0.46 5.53
C -2.17 -6.14 0.83
O -1.65 -4.80 0.78
H -1.38 -6.80 1.17
H -3.01 -6.18 1.53
H -2.50 -6.45 -0.16
H -2.35 -4.23 0.47
C 1.18 5.46 3.18
O 2.15 5.74 2.16
H 1.15 4.40 3.38
H 1.44 5.99 4.09
H 0.19 5.79 2.84
H 2.14 6.69 2.04
C -1.18 -2.95 3.81
O -0.56 -4.12 3.32
H -0.84 -2.78 4.83
H -0.91 -2.09 3.19
H -2.27 -3.06 3.81
H -0.88 -4.26 2.41
C -2.08 6.15 4.67
O -0.86 6.89 4.73
H -2.07 5.54 3.77
H -2.18 5.50 5.54
H -2.93 6.83 4.62
H -0.88 7.42 5.52
C -5.55 5.70 3.91
O -4.97 6.98 3.70
H -4.76 5.03 4.25
H -6.33 5.75 4.67
H -5.96 5.31 2.98
H -5.67 7.57 3.40
C 0.50 -1.58 -6.18
O 1.72 -0.88 -5.99
H 0.55 -2.09 -7.14
H 0.35 -2.33 -5.39
H -0.35 -0.89 -6.18
H 1.65 -0.43 -5.14
C -3.95 -9.27 -1.66
O -3.44 -7.94 -1.73
H -3.15 -9.92 -1.32
H -4.78 -9.33 -0.96
H -4.28 -9.61 -2.65
H -4.15 -7.38 -2.03
```

Computed properties:
net charge: 0
structure (SMILES): CC(C)C[C@](CCC(F)(F)C(F)(F)C(F)(F)C(F)(F)F)(OB(O)O)OC(=O)CCC(F)=C(F)F.CO.CO.CO.CO.CO.CO.CO.CO
F_max: 2.05 eV/Å

Löwdin population analysis, charges in e, atoms 1 to 8:
1. C -0.064
2. C -0.361
3. C -0.061
4. C -0.045
5. C -0.418
6. C -0.045
7. C -0.025
8. C -0.450

***

Number 1: HOMO level -15.3 eV, DFT total energy -22271.9074 eV, LUMO level -3.684 eV. Number 2: HOMO level -6.0 eV, DFT total energy -141875.8863 eV, LUMO level 1.150 eV. Number 3: HOMO level -14.2 eV, DFT total energy -70288.7310 eV, LUMO level -7.214 eV. Number 4: HOMO level -9.2 eV, DFT total energy -85617.9736 eV, LUMO level 0.267 eV.